{"formula": "C50H83F4I2N2O10PS", "method": "the ωB97M-V functional and the def2-TZVPD basis", "elements": ["C", "C", "C", "C", "N", "C", "C", "P", "O", "O", "O", "C", "O", "C", "C", "C", "C", "C", "C", "C", "C", "C", "S", "C", "C", "C", "C", "I", "C", "C", "I", "C", "N", "C", "C", "F", "F", "C", "F", "F", "H", "H", "H", "H", "H", "H", "H", "H", "H", "H", "H", "H", "H", "H", "H", "H", "H", "H", "H", "H", "H", "H", "H", "H", "H", "H", "H", "H", "H", "H", "H", "H", "H", "H", "H", "C", "C", "C", "O", "C", "H", "H", "H", "H", "H", "H", "H", "H", "C", "C", "C", "O", "C", "H", "H", "H", "H", "H", "H", "H", "H", "C", "C", "C", "O", "C", "H", "H", "H", "H", "H", "H", "H", "H", "C", "C", "C", "O", "C", "H", "H", "H", "H", "H", "H", "H", "H", "C", "C", "C", "O", "C", "H", "H", "H", "H", "H", "H", "H", "H", "C", "C", "C", "O", "C", "H", "H", "H", "H", "H", "H", "H", "H"], "coordinates": [[-3.344206, 7.609914, 4.122781], [-3.028627, 6.922885, 2.802923], [-1.570886, 6.430476, 2.774920], [-1.428498, 4.956763, 3.031508], [-2.288343, 4.158889, 2.458813], [-2.199329, 2.823782, 2.673284], [-3.126426, 1.953395, 2.048328], [-4.429822, 2.730621, 1.062419], [-3.946471, 3.274160, -0.205848], [-5.633388, 1.689055, 1.014981], [-5.118100, 3.828926, 1.989965], [-2.986147, 0.601759, 2.245181], [-3.795484, -0.283877, 1.596629], [-3.124061, -1.230181, 0.729175], [-2.164533, -0.664707, -0.294854], [-2.909343, 0.201952, -1.328323], [-1.493370, -1.879913, -0.972732], [-0.045542, -1.635835, -1.395895], [0.146165, -0.405279, -2.292039], [0.858909, -1.521678, -0.146761], [-2.027642, 0.069331, 3.160711], [-2.052492, -1.394328, 3.471507], [-0.590526, -2.297744, 2.890176], [-0.644119, -3.723094, 4.000215], [0.352797, -3.656333, 5.157948], [-1.135416, 0.913881, 3.758635], [-0.098579, 0.453500, 4.712004], [-0.802632, 0.093698, 6.638516], [1.173679, 0.362538, 4.350052], [1.689753, 0.607312, 2.971780], [2.701782, -0.135399, 5.681772], [-1.195824, 2.302903, 3.500736], [-0.292451, 3.122850, 4.082622], [-0.396401, 4.396516, 3.854909], [0.655951, 5.261571, 4.513420], [1.271734, 6.043775, 3.575644], [0.083067, 6.096126, 5.432012], [1.788793, 4.535988, 5.255051], [2.462558, 3.710762, 4.421052], [1.313708, 3.831561, 6.307081], [-2.742125, 8.507441, 4.251751], [-4.398591, 7.876293, 4.197040], [-3.135231, 6.954010, 4.971073], [-3.170191, 7.613739, 1.974098], [-3.713219, 6.090184, 2.660880], [-1.011719, 7.007898, 3.504366], [-1.118443, 6.647373, 1.806183], [-5.412698, 0.917512, 0.476429], [-5.675079, 3.415828, 2.661329], [-3.929887, -1.719326, 0.181010], [-2.625266, -1.998112, 1.319840], [-1.346221, -0.094211, 0.148186], [-2.766387, -0.208866, -2.325404], [-2.516436, 1.211981, -1.366283], [-3.982609, 0.208724, -1.161296], [-2.092059, -2.202931, -1.826610], [-1.486300, -2.727241, -0.280497], [0.316025, -2.508022, -1.940983], [0.427008, 0.469168, -1.705164], [-0.706308, -0.183133, -2.923099], [0.979887, -0.591857, -2.968427], [0.442384, -2.109686, 0.673907], [1.845226, -1.940889, -0.342767], [0.975412, -0.489631, 0.179455], [-2.106141, -1.504676, 4.556145], [-2.957603, -1.842240, 3.074029], [-0.510480, -4.626651, 3.412048], [-1.659460, -3.760616, 4.392167], [0.714774, -4.656551, 5.396810], [1.218000, -3.046157, 4.908151], [-0.104333, -3.262589, 6.062996], [0.892902, 0.836773, 2.267595], [2.400594, 1.432761, 2.980009], [2.213667, -0.276168, 2.607725], [2.479840, 5.292027, 5.635318], [-5.630166, -3.033253, -4.459828], [-6.956712, -2.553327, -3.871589], [-6.572500, -2.292702, -2.420475], [-5.200179, -1.893783, -2.437494], [-4.631584, -2.151843, -3.721188], [-5.564467, -2.926413, -5.541439], [-5.466218, -4.083638, -4.209742], [-7.265926, -1.623827, -4.353737], [-7.767557, -3.273327, -3.968582], [-6.668760, -3.200426, -1.814847], [-7.166062, -1.503637, -1.957058], [-4.484627, -1.196909, -4.238626], [-3.658092, -2.625008, -3.589133], [-0.824799, -2.895806, -6.973414], [0.679696, -3.038750, -6.752557], [0.928510, -2.001735, -5.665074], [-0.267249, -1.941921, -4.882937], [-1.317039, -2.636640, -5.555434], [-1.286287, -3.771733, -7.426796], [-1.033119, -2.032357, -7.609537], [0.913357, -4.038920, -6.386868], [1.272211, -2.862880, -7.647762], [1.114554, -1.010119, -6.092863], [1.766378, -2.258880, -5.015111], [-1.511415, -3.578418, -5.027727], [-2.221822, -2.027433, -5.521775], [-1.504417, 12.055415, 2.063526], [-0.250997, 11.515523, 1.376264], [0.089373, 10.319199, 2.255828], [-1.153884, 9.825476, 2.756997], [-2.195300, 10.768503, 2.495743], [-2.129317, 12.670631, 1.418313], [-1.227336, 12.648768, 2.937392], [-0.491371, 11.185119, 0.363650], [0.562449, 12.236591, 1.314829], [0.718206, 10.614744, 3.102503], [0.595151, 9.519252, 1.713770], [-2.835444, 10.375074, 1.698389], [-2.800385, 10.887954, 3.395092], [4.478868, -5.556936, -9.120310], [4.171611, -7.020584, -8.813624], [3.175353, -6.892789, -7.671942], [2.457216, -5.670419, -7.899989], [3.118707, -4.904474, -8.908514], [4.873162, -5.389320, -10.121668], [5.200658, -5.166796, -8.399271], [3.700105, -7.492247, -9.679107], [5.044116, -7.608516, -8.538342], [3.682449, -6.831848, -6.708243], [2.464586, -7.718890, -7.636086], [2.515070, -4.938932, -9.822694], [3.193373, -3.866353, -8.581741], [5.519478, -10.762718, -4.783371], [6.822301, -10.091718, -5.215676], [6.356015, -9.250983, -6.397108], [5.003487, -8.883246, -6.118841], [4.508551, -9.647620, -5.016843], [5.526638, -11.113715, -3.752920], [5.302103, -11.613507, -5.432395], [7.196032, -9.447978, -4.416880], [7.610449, -10.793006, -5.484304], [6.380195, -9.828151, -7.328240], [6.948118, -8.345447, -6.536803], [4.430353, -8.993826, -4.141765], [3.512156, -10.016901, -5.261452], [3.996673, 3.554891, 8.756189], [5.322292, 3.086975, 8.157445], [5.720136, 1.977954, 9.124011], [4.502458, 1.405747, 9.600134], [3.399137, 2.239604, 9.236756], [3.350787, 4.070959, 8.047444], [4.179627, 4.222050, 9.601579], [5.157628, 2.677206, 7.158100], [6.074035, 3.871774, 8.084951], [6.281319, 2.377683, 9.976136], [6.318388, 1.196275, 8.654058], [2.839549, 1.750264, 8.434389], [2.740797, 2.358300, 10.097930]], "atomic_forces_ev_per_a": [[-0.12, -0.01, 0.18], [0.12, 0.00, 0.13], [-0.17, 0.15, 0.05], [0.04, -0.02, 0.03], [0.02, -0.05, 0.04], [0.15, 0.10, 0.16], [-0.30, 0.03, -0.04], [0.17, 0.50, -0.42], [-0.06, -0.19, 0.10], [-0.05, -0.16, -0.17], [0.00, -0.15, 0.20], [0.16, -0.22, 0.06], [-0.12, 0.30, -0.41], [-0.03, -0.41, -0.06], [-0.03, -0.25, -0.67], [0.49, 0.03, -0.12], [0.03, -0.19, 0.02], [0.33, 0.35, 0.39], [0.45, -0.24, -0.13], [-0.16, -0.49, -0.19], [0.05, -0.01, -0.35], [-0.18, -0.09, 0.69], [-0.07, -0.05, 0.01], [-0.17, 0.04, 0.40], [0.06, -0.26, -0.01], [0.15, -0.14, 0.27], [0.18, -0.10, -0.13], [-0.06, 0.08, 0.11], [0.08, -0.03, 0.23], [0.03, 0.04, -0.16], [0.03, -0.04, 0.08], [-0.08, 0.26, -0.02], [-0.01, 0.04, -0.04], [0.01, 0.04, -0.03], [-0.06, -0.13, -0.01], [-0.06, 0.01, 0.13], [0.09, 0.00, -0.13], [0.02, 0.06, 0.14], [-0.06, 0.01, 0.06], [0.03, -0.02, -0.14], [0.03, 0.05, 0.00], [-0.04, 0.09, -0.08], [0.07, -0.09, 0.00], [-0.12, 0.06, -0.01], [0.02, -0.08, -0.23], [0.16, 0.01, -0.02], [0.04, -0.09, -0.08], [0.00, -0.13, 0.14], [-0.08, 0.10, 0.02], [-0.14, 0.03, 0.04], [-0.03, 0.16, -0.13], [-0.18, 0.14, 0.40], [-0.10, -0.06, -0.06], [-0.23, 0.26, 0.14], [-0.11, 0.16, 0.09], [-0.06, 0.09, -0.09], [0.02, -0.04, 0.04], [-0.30, -0.13, -0.15], [-0.28, 0.15, 0.06], [-0.08, 0.01, -0.01], [0.07, 0.08, -0.04], [0.14, 0.18, -0.19], [0.18, 0.21, -0.10], [0.01, 0.05, 0.10], [0.17, 0.01, 0.06], [0.01, -0.02, 0.13], [0.12, 0.04, -0.18], [-0.09, -0.14, -0.06], [0.01, -0.06, 0.04], [0.02, 0.05, 0.00], [0.01, 0.21, -0.01], [-0.10, 0.02, 0.02], [0.02, 0.07, 0.02], [0.01, -0.07, 0.00], [0.05, 0.02, -0.03], [-0.02, -0.05, 0.06], [0.03, 0.06, -0.04], [0.02, -0.07, -0.03], [-0.04, -0.02, 0.14], [-0.02, 0.07, -0.05], [-0.01, 0.02, -0.01], [0.01, 0.00, 0.00], [0.00, 0.01, 0.01], [0.01, -0.02, 0.00], [-0.03, 0.00, -0.01], [0.03, 0.02, 0.01], [0.02, -0.02, -0.03], [0.01, 0.01, 0.04], [0.03, 0.09, -0.03], [-0.08, -0.05, 0.13], [-0.01, 0.09, -0.07], [-0.05, -0.10, -0.08], [0.02, -0.09, 0.01], [0.02, -0.02, 0.01], [-0.01, 0.00, 0.01], [0.04, -0.01, -0.05], [-0.01, 0.02, -0.02], [0.03, -0.01, -0.01], [-0.02, 0.00, 0.04], [-0.03, 0.00, -0.03], [0.01, 0.03, 0.02], [0.05, 0.01, 0.05], [-0.06, -0.02, -0.04], [0.01, 0.04, 0.04], [-0.01, -0.04, 0.01], [0.01, -0.01, -0.09], [0.00, -0.01, -0.02], [-0.01, 0.00, 0.01], [0.01, -0.01, 0.00], [0.00, 0.01, 0.02], [0.02, 0.01, -0.02], [-0.02, -0.03, 0.01], [-0.02, 0.03, 0.00], [0.01, -0.03, 0.02], [0.04, 0.01, 0.06], [-0.04, 0.02, -0.09], [-0.03, 0.10, 0.05], [0.06, 0.00, -0.05], [-0.07, -0.12, -0.03], [-0.01, -0.01, -0.01], [0.00, 0.01, 0.00], [0.00, -0.01, 0.01], [0.01, 0.01, 0.03], [0.04, -0.04, 0.00], [-0.03, 0.02, 0.02], [0.05, 0.05, -0.03], [-0.02, 0.00, 0.03], [0.01, -0.02, -0.07], [-0.02, 0.04, 0.06], [-0.01, -0.06, -0.02], [0.04, -0.05, 0.01], [0.03, 0.03, 0.05], [0.01, 0.01, 0.01], [-0.01, 0.00, 0.00], [0.00, 0.01, -0.01], [-0.01, -0.02, -0.01], [0.03, -0.01, 0.01], [-0.02, 0.02, 0.00], [-0.01, -0.03, 0.02], [-0.01, 0.02, -0.03], [0.07, 0.04, 0.05], [-0.05, -0.03, -0.06], [-0.01, 0.05, 0.03], [0.01, 0.00, 0.01], [-0.03, -0.01, -0.11], [-0.01, -0.03, -0.01], [0.00, 0.00, 0.00], [-0.01, -0.01, 0.00], [0.00, 0.01, 0.02], [0.02, 0.01, -0.02], [-0.01, -0.02, 0.01], [-0.07, 0.02, -0.02], [0.03, -0.04, 0.03]], "homo_ev": -8.35, "gap_ha": 0.2878}